1.
Computed, not measured: 3 unconnected molecules or ions with the total composition C3H10NO2, with ωB97M-V/def2-TZVPD.

```
! wB97M-V def2-TZVPD RIJCOSX def2/J DEFGRID3
* xyz 1 1
C -1.823 0.231 0.041
C -1.675 -0.209 -1.187
C -0.344 1.290 1.720
N -0.662 0.852 0.572
H -2.705 0.158 0.669
H -0.694 -0.124 -1.621
H -2.437 -0.721 -1.746
H 0.626 1.687 1.956
H -1.069 1.407 2.518
H 0.125 0.790 -0.068
H 1.548 -1.183 0.326
H 1.829 -1.506 1.859
O 1.221 -1.093 1.229
H 2.480 -1.153 -2.102
H 1.918 0.227 -2.233
O 1.662 -0.655 -1.932
*
```

Properties
LUMO = -4.84 eV
HOMO = -0.545 Ha

=====

2.
Computed, not measured: 3 unconnected molecules or ions with the total composition C3H10NO2, with ωB97M-V/def2-TZVPD.

```
! wB97M-V def2-TZVPD RIJCOSX def2/J DEFGRID3
* xyz 2 2
C -1.102 1.396 0.401
C -2.232 2.231 0.302
C -2.071 -0.765 0.094
N -1.232 0.034 0.701
H -0.035 1.633 0.443
H -3.184 1.730 0.248
H -2.143 3.318 0.299
H -1.971 -1.842 0.199
H -2.846 -0.324 -0.530
H -0.300 -0.415 0.900
H 4.599 -1.566 -0.679
H 3.786 -1.871 -1.916
O 3.708 -1.484 -1.039
H 1.766 0.025 0.487
H 1.965 -1.313 -0.194
O 1.291 -0.787 0.282
*
```

Properties
LUMO (alpha / beta) = -11.81 / -14.39 eV
HOMO (alpha / beta) = -0.652 / -0.652 Ha
Expectation value of S² = 0.7542

=====

Looking at E_tot for the records above, in order, we have -325.24596, -324.70569 Eh.
Looking at energy above the lowest of the compared OMol25 structures with the same formula, charge and spin for the records above, in order, we have 44.9, 46.7 kcal per mole.